Record 1
This record from OMol25 describes a molecular structure, C15H17N5OS2Zr. The level of theory is ωB97M-V with the def2-TZVPD basis set.

Output
**2S+1**: 1
**Charge**: +2
**E**: -1773.74576 Ha
**Orbital gap**: 7.99 eV
**LUMO energy**: -0.257 Eh
**HOMO energy**: -0.5511 Eh

Geometry (Å):
1 Zr -1.766 0.595 -0.369
2 C 4.070 -1.962 0.333
3 C 3.031 -2.068 -0.770
4 N 2.423 -0.768 -1.098
5 C 1.430 -0.244 -0.391
6 S 0.818 1.405 -0.860
7 N 0.915 -0.816 0.644
8 N -0.261 -0.251 1.115
9 C -0.603 -0.525 2.330
10 C 0.250 -1.271 3.293
11 C -1.946 -0.055 2.740
12 C -2.369 -0.111 4.056
13 C -3.635 0.362 4.380
14 C -4.434 0.884 3.382
15 C -3.948 0.905 2.085
16 N -2.744 0.427 1.760
17 H 4.488 -2.947 0.537
18 H 3.629 -1.583 1.254
19 H 4.891 -1.306 0.042
20 H 2.220 -2.738 -0.488
21 H 3.471 -2.444 -1.692
22 H 2.931 -0.161 -1.722
23 H 1.209 -1.522 2.854
24 H -0.254 -2.189 3.604
25 H 0.412 -0.667 4.187
26 H -1.725 -0.509 4.825
27 H -3.981 0.327 5.403
28 H -5.419 1.274 3.590
29 H -4.540 1.316 1.277
30 O -1.120 -0.127 -2.257
31 N -0.371 0.591 -3.104
32 C -0.665 0.552 -4.406
33 C 0.109 1.262 -5.306
34 C 1.184 2.001 -4.848
35 C 1.467 2.025 -3.485
36 C 0.676 1.306 -2.619
37 S -2.254 2.684 -0.627
38 H -1.518 -0.058 -4.665
39 H -0.149 1.226 -6.355
40 H 1.797 2.567 -5.536
41 H 2.285 2.614 -3.093

Record 2
This record from OMol25 describes a gas-phase ion, C4H9INO (charge +1) at a distorted geometry. The level of theory is ωB97M-V with the def2-TZVPD basis set.

Output
**2S+1**: 1
**Charge**: +1
**E**: -585.19993 Ha
**Orbital gap**: 10.17 eV
**ΔE to the lowest compared entry with this formula, charge and spin**: 81.30 kJ/mol
**LUMO energy**: -0.136 Eh
**HOMO energy**: -0.5102 Eh

Geometry (Å):
1 C 0.733 -0.152 1.480
2 C 0.363 1.316 1.116
3 C -0.612 0.044 -0.516
4 C -0.567 -0.329 -2.034
5 N 0.414 -0.936 0.298
6 O -0.093 1.269 -0.306
7 I -2.593 -0.348 0.358
8 H 1.778 -0.066 1.478
9 H 0.345 -0.528 2.348
10 H -0.488 1.874 1.597
11 H 1.264 1.854 1.300
12 H -0.933 0.478 -2.624
13 H -1.067 -1.199 -2.416
14 H 0.468 -0.217 -2.189
15 H 1.122 -1.234 -0.361
16 H -0.134 -1.826 0.473